Molecular formula: C14H35N5O13SZn2
Method: DFT, ωB97M-V/def2-TZVPD

- charge = 0
- Kohn-Sham gap (hartree) = 0.1744

Structure (XYZ):
```
70
Properties=species:S:1:pos:R:3:lowdin_charge:R:1
Zn 28.6859 21.5739 -7.4273 1.157
Zn 27.8646 19.5153 -4.4478 0.898
S 30.3311 21.4867 -4.6646 0.284
O 29.9826 21.6907 -6.0944 -0.454
O 29.4771 20.3779 -4.1816 -0.403
O 31.7182 21.0789 -4.5353 -0.303
O 30.0021 22.6911 -3.9262 -0.313
O 26.1077 18.5419 -4.5059 -0.306
C 25.5530 18.7834 -5.7693 -0.299
C 26.2253 19.8068 -6.7514 -0.282
O 27.5137 20.2754 -6.3732 -0.370
H 24.4557 18.8438 -5.7535 0.120
H 25.5454 17.8303 -6.3326 0.068
H 25.5059 20.6229 -6.8479 0.089
H 26.2716 19.2720 -7.7043 0.084
C 23.7901 17.7263 -1.8520 -0.242
C 24.2595 16.3069 -2.1026 -0.251
O 25.0713 16.1568 -3.2524 -0.059
O 24.8143 18.7129 -1.8731 -0.082
H 23.3162 17.8216 -0.8732 0.118
H 22.9958 18.0207 -2.5498 0.116
H 23.3519 15.7079 -2.1953 0.118
H 24.8384 16.0158 -1.2198 0.093
H 25.4528 17.0233 -3.4547 0.029
H 25.2513 18.8098 -2.7361 0.039
O 24.7239 14.6362 -7.0693 0.039
C 25.7975 14.7001 -7.6477 -0.574
N 26.3190 15.8506 -8.1688 0.157
C 26.7503 13.5725 -7.6998 -0.014
H 26.9051 15.7645 -8.9996 0.048
H 25.7416 16.6683 -8.0591 0.048
H 27.7016 13.8788 -7.2660 0.089
H 26.7997 13.1343 -8.7002 0.092
H 26.4826 12.6964 -7.1067 0.084
O 23.3156 23.6274 -9.0507 0.036
C 23.9894 22.6023 -9.0215 -0.584
N 25.2813 22.6592 -9.4094 0.147
C 23.3723 21.3000 -8.6199 -0.010
H 25.9567 21.9208 -9.3357 0.067
H 25.6066 23.5361 -9.7818 0.107
H 22.7999 20.8639 -9.4344 0.084
H 22.7825 21.3381 -7.7090 0.099
H 24.1897 20.5950 -8.4421 0.033
O 23.2922 18.4881 -9.5345 -0.013
C 22.7569 17.5688 -8.9073 -0.571
N 23.4297 16.9994 -7.8877 0.175
C 21.4236 17.0436 -9.2935 -0.004
H 23.1603 16.1258 -7.4604 0.096
H 24.2865 17.3631 -7.5161 0.039
H 20.8774 17.7783 -9.8783 0.089
H 20.9107 16.4158 -8.5686 0.084
H 21.6152 16.3041 -10.0860 0.094
O 27.6931 15.7558 -10.6687 0.026
C 27.6214 16.9210 -11.0350 -0.570
N 27.6285 17.9480 -10.1545 0.169
C 27.4689 17.2516 -12.4939 0.002
H 27.6330 17.8032 -9.1580 0.087
H 27.4482 18.8869 -10.4603 0.095
H 27.1128 16.3466 -12.9806 0.089
H 28.4610 17.4195 -12.9195 0.090
H 26.8189 18.0933 -12.7229 0.082
O 27.8015 18.9143 -2.1638 0.003
C 28.1533 17.9541 -1.4713 -0.548
N 29.1783 17.1510 -1.6865 0.199
C 27.3360 17.6206 -0.2618 -0.001
H 29.7857 17.3771 -2.4611 0.128
H 29.3336 16.3804 -1.0657 0.115
H 27.9410 17.2187 0.5587 0.082
H 26.5472 16.8633 -0.2568 0.073
H 26.7723 18.4884 0.0773 0.093
```

---

Molecular formula: C14H36Cl2F6O12PS4
Method: DFT, ωB97M-V/def2-TZVPD

- charge = 0
- Kohn-Sham gap (spin up / spin down) (hartree) = 0.3213 / 0.0550
- multiplicity = 2

Structure (XYZ):
```
75
Properties=species:S:1:pos:R:3:lowdin_spin:R:1
P -0.0084 -0.6954 0.5520 0.000
F -1.1431 0.3804 1.1617 0.009
F 0.5347 -1.0565 2.0771 0.000
F -1.0239 -1.9588 0.6493 0.000
F 0.9415 -1.7540 -0.2503 0.000
F -0.7067 -0.3525 -0.9036 0.003
F 1.0984 0.4708 0.4578 0.000
Cl 0.5903 1.6393 6.2895 0.418
C 0.2247 0.6390 4.8315 0.063
C -1.1877 1.1166 4.3696 0.044
Cl -2.5669 0.7087 5.5144 0.364
H 0.3496 -0.4438 4.8319 0.016
H 1.1049 0.8433 4.2219 0.020
H -1.5053 0.7564 3.3910 0.026
H -1.2602 2.2031 4.4188 0.002
O -7.5145 3.0798 2.4543 0.001
S -7.1726 1.7784 3.0700 0.000
O -8.2130 0.8644 3.5708 0.000
O -6.1793 1.0076 1.9489 0.000
C -5.5519 -0.2915 2.2784 0.000
C -4.0718 -0.3015 1.8861 0.001
C -5.9023 2.0626 4.3003 0.001
H -6.0887 -0.9807 1.6266 0.000
H -5.8260 -0.7675 3.2199 0.000
H -3.6719 -1.3041 2.0380 0.000
H -3.5151 0.3712 2.5386 0.001
H -3.9461 -0.0042 0.8450 0.000
H -5.7317 1.1822 4.9200 0.000
H -6.2699 2.8295 4.9821 0.000
H -5.0443 2.4972 3.7873 0.000
O 5.7429 -1.2021 -4.7596 0.000
S 5.3301 -0.7547 -3.4205 0.000
O 5.9613 0.3034 -2.6777 0.000
O 3.7540 -0.4036 -3.5421 0.000
C 3.0220 -0.0435 -2.3928 0.000
C 1.8514 0.9132 -2.7876 0.000
C 5.3106 -2.2512 -2.3429 0.000
H 3.5870 0.5017 -1.6368 0.000
H 2.6570 -0.9781 -1.9669 0.000
H 2.1589 1.7753 -3.3796 0.000
H 1.4231 1.4359 -1.9323 0.000
H 1.1076 0.3447 -3.3459 0.000
H 6.3932 -2.3662 -2.3979 0.000
H 4.7749 -3.0834 -2.7995 0.000
H 5.0685 -1.9318 -1.3293 0.000
O 4.3810 5.7553 0.1106 0.001
S 3.8226 4.4035 0.1309 0.001
O 4.3776 3.2035 -0.4168 0.001
O 3.1739 4.1233 1.6149 0.012
C 2.3041 2.9608 1.7848 0.005
C 0.9642 3.2582 2.4795 0.004
C 2.2107 4.7507 -0.7020 0.002
H 2.8054 2.2672 2.4599 0.003
H 2.2420 2.4451 0.8265 0.001
H 1.0570 3.4381 3.5505 0.001
H 0.4250 2.3258 2.3125 0.001
H 0.5238 4.1088 1.9592 0.000
H 2.2783 4.8787 -1.7823 0.000
H 1.7655 5.6165 -0.2117 0.000
H 1.5256 3.9242 -0.5131 0.000
O -0.6176 -5.9244 -1.7030 0.000
S -0.2086 -4.8445 -2.5073 0.000
O 1.1939 -4.3589 -2.5403 0.000
O -0.6380 -5.1140 -4.0905 0.000
C -0.2185 -4.2527 -5.1073 0.000
C 1.1467 -4.6750 -5.6433 0.000
C -1.4864 -3.4520 -2.1526 0.000
H -0.1145 -3.2000 -4.8445 0.000
H -0.9396 -4.2419 -5.9246 0.000
H 1.8194 -4.6959 -4.7858 0.000
H 1.3955 -4.0209 -6.4790 0.000
H 1.0906 -5.7322 -5.9026 0.000
H -1.5999 -3.4905 -1.0692 0.000
H -2.3769 -3.7650 -2.6979 0.000
H -1.1883 -2.4710 -2.5226 0.000
```

---

Molecular formula: C14H36ClIInOP3
Method: DFT, ωB97M-V/def2-TZVPD

- charge = +2
- energy relative to the best compared isomer or geometry (same formula, charge and spin) (kJ/mol) = 107.3
- Kohn-Sham gap (spin up / spin down) (hartree) = 0.1770 / 0.1377

Structure (XYZ):
```
57
Properties=species:S:1:pos:R:3:lowdin_charge:R:1
C 0.1821 1.1069 -2.5230 -0.042
C 0.5866 1.0473 -1.0458 -0.429
H 0.2207 2.1446 -2.8780 0.120
H -0.8311 0.7374 -2.7315 0.058
H 0.8873 0.4770 -3.1103 0.097
O 0.6305 2.0358 -0.3446 0.036
I 0.8390 -1.1425 1.9462 0.595
In -0.4480 -1.4496 -0.8604 0.250
P 2.4632 -0.3737 -0.4018 0.670
C 3.1765 0.6563 0.9392 -0.314
C 3.3971 -1.9441 -0.0979 -0.255
H 4.4765 -1.7292 -0.2100 0.073
H 4.5194 0.0408 -1.5248 0.070
H 3.0804 -2.6975 -0.8401 0.056
H 3.1962 -0.2300 -2.7094 0.063
H 2.8193 0.3279 1.9238 -0.061
H 3.2125 -2.3454 0.9111 0.015
C 3.4724 0.2695 -1.7717 -0.228
H 4.2676 0.5490 0.9141 0.076
H 3.3395 1.3550 -1.8605 0.070
H 2.8932 1.7069 0.8070 0.034
P -2.5699 -0.2928 -0.2135 0.755
C -3.4080 0.6713 1.0556 -0.200
C -3.4058 0.3316 -1.7047 -0.231
H -2.9778 -2.6781 -0.6598 0.043
H -4.4603 -1.8035 -0.1039 0.082
H -3.1670 -2.2634 1.0713 0.075
C -3.3754 -1.9260 0.0443 -0.245
H -3.1510 -0.2645 -2.5834 0.064
H -4.4848 0.2870 -1.5268 0.076
H -4.4884 0.5042 0.9468 0.090
H -3.2204 1.7451 0.9436 0.052
H -3.1049 1.3695 -1.8728 0.066
H -3.1030 0.3583 2.0609 0.057
Cl -0.0264 -3.2345 -2.3272 0.114
C 2.1903 4.4055 2.8009 -0.144
C 1.4352 3.3930 3.6663 -0.403
P 0.4020 2.2419 2.6415 0.932
C -0.6840 1.4225 3.8910 -0.462
C -1.3583 2.2494 4.9737 -0.139
C -0.7538 3.4300 1.8071 -0.415
C -1.2895 4.5504 2.6798 -0.135
H 2.8663 3.9148 2.0849 0.063
H 2.7985 5.0358 3.4632 0.088
H 1.5214 5.0587 2.2248 0.069
H 2.1614 2.7822 4.2300 0.091
H 0.8260 3.9031 4.4265 0.063
H -1.4566 0.8586 3.3412 0.032
H 0.0017 0.6767 4.3492 0.050
H -2.3532 2.6156 4.6950 0.070
H -1.5012 1.5454 5.8071 0.085
H -0.7740 3.0829 5.3899 0.072
H -0.2128 3.8696 0.9463 0.067
H -1.5900 2.8314 1.4060 0.041
H -0.5439 4.9690 3.3672 0.066
H -1.5786 5.3542 1.9900 0.086
H -2.1799 4.2454 3.2411 0.067
```

---

What is the formula in the third record?
C14H36ClIInOP3